1.
C6H18IO6 | ωB97M-V/def2-TZVPD

The geometry in ORCA input format:
```
! wB97M-V def2-TZVPD RIJCOSX def2/J DEFGRID3
* xyz -1 1
I -0.2141 -1.3644 -2.2655
C 3.5344 -0.7840 -0.7624
C 4.6372 -0.0689 0.0139
O 4.3823 0.3326 1.3530
O 2.8495 0.0963 -1.5975
H 2.8284 -1.2103 -0.0451
H 3.9683 -1.6420 -1.2816
H 5.1106 0.7573 -0.5215
H 5.4914 -0.7207 0.2112
H 3.7073 1.0149 1.2935
H 2.0476 -0.3350 -1.9304
C -4.2347 -1.6689 -1.3451
C -5.5548 -1.8845 -0.5974
O -5.8154 -0.6921 0.1829
O -3.0715 -2.1874 -0.6937
H -4.1081 -0.6346 -1.6696
H -4.4237 -2.1336 -2.3185
H -5.5672 -2.7877 0.0148
H -6.2653 -2.1401 -1.3838
H -5.3167 -0.6746 1.0026
H -2.3166 -1.8593 -1.2057
C 0.8107 2.4582 2.0506
C 0.8386 1.6747 0.7004
O -0.4703 1.3650 0.2519
O 2.1367 2.7745 2.3324
H 0.4383 1.7912 2.8306
H 0.2620 3.4003 2.0039
H 1.3800 0.7415 0.8602
H 1.3600 2.2464 -0.0688
H -0.5470 0.7292 -0.4696
H 2.1218 3.4062 3.0546
*
```

LUMO energy = 2.8 eV
F_max = 2.04 eV/Å
Relative energy (zero: lowest compared OMol25 entry of this formula, charge and spin) = 26.5 kcal/mol
HOMO level = -4.75 eV

=====

2.
C6H8 | ωB97M-V/def2-TZVPD

The geometry in ORCA input format:
```
! wB97M-V def2-TZVPD RIJCOSX def2/J DEFGRID3
* xyz 0 1
C -0.8078 1.4484 -0.5710
C -1.2007 0.6788 -1.5317
C -1.7912 0.3837 -0.1834
H -0.2025 2.2674 -0.2154
H -1.1608 0.3894 -2.5705
H -2.8307 0.6519 0.0278
H -1.4421 -0.4878 0.3797
C 1.2112 -1.6388 -0.4481
C 1.4426 -0.7343 0.4631
C 1.6525 0.1852 1.3663
H 1.7089 -2.6044 -0.4322
H 0.5033 -1.4396 -1.2508
H 1.0493 0.2306 2.2693
H 2.4314 0.9323 1.2383
*
```

LUMO energy = 1.2 eV
Structure (SMILES) = C1=CC1.C=C=C
F_max = 0.38 eV/Å
Relative energy (zero: lowest compared OMol25 entry of this formula, charge and spin) = 88.9 kcal/mol
HOMO level = -9.33 eV

=====

3.
C14H30N3O9Pt2Ti | ωB97M-V/def2-TZVPD

The geometry in ORCA input format:
```
! wB97M-V def2-TZVPD RIJCOSX def2/J DEFGRID3
* xyz 3 9
Pt -3.1224 -1.0815 3.4104
Pt -3.6611 2.3703 2.4206
Ti -0.3839 1.2841 3.6883
C 3.2270 -2.5846 1.2376
C 3.7609 -1.0700 0.8508
N 2.7040 -0.1734 0.1682
C 1.5657 0.1597 1.1455
C 3.3889 1.1359 -0.3880
C 3.9195 1.9906 0.7599
C 2.0420 -0.9732 -1.0186
C 2.9170 -1.9597 -1.8401
O 4.2577 -1.4675 -1.9676
C 4.9494 -2.3566 -2.8479
H 3.8758 -3.4328 1.0188
H 2.2439 -2.7432 0.7945
H 3.1375 -2.5553 2.3235
H 4.5995 -0.9810 0.1602
H 4.1564 -0.6140 1.7584
H 2.0556 0.7226 1.9400
H 0.9859 -0.7292 1.3943
H 0.9376 0.8926 0.6391
H 2.6134 1.7125 -0.8921
H 4.1549 0.7997 -1.0868
H 4.2695 2.8639 0.2096
H 4.7421 1.5514 1.3243
H 3.1900 2.3206 1.4995
H 1.8472 -0.0972 -1.6372
H 1.1117 -1.4438 -0.7004
H 2.5394 -2.4861 -2.7166
H 2.9959 -2.9632 -1.4218
H 6.0098 -2.1044 -2.8479
H 4.4961 -2.3492 -3.8391
H 4.9022 -3.3225 -2.3450
C -2.0314 0.5559 1.4014
O -1.4613 -0.1893 2.1469
O -1.8335 1.8245 1.3120
O -3.2334 0.3735 1.4654
C -2.9641 1.2294 4.7977
O -2.3601 0.2450 5.0898
O -2.3095 2.2060 4.3484
O -4.0092 1.0368 4.1755
O -7.5142 0.0302 -2.3116
C -6.7545 0.3933 -1.4285
N -7.1169 1.1594 -0.3760
C -5.4668 -0.4065 -1.0090
H -6.5764 1.2927 0.4667
H -7.9647 1.6043 -0.6976
H -5.5142 -1.0721 -0.1471
H -4.5776 0.1719 -0.7583
H -5.1899 -0.9752 -1.8967
O -0.5770 1.0892 -3.4203
C -1.1211 1.3312 -2.3577
N -1.0974 2.4683 -1.7081
C -2.0338 0.1187 -1.9751
H -1.3460 2.5217 -0.7307
H -0.5786 3.2114 -2.1538
H -2.8377 -0.1473 -2.6613
H -2.5062 0.3845 -1.0294
H -1.4534 -0.7728 -1.7375
*
```

LUMO energy (spin up / spin down) = -10.2 / -13.1 eV
F_max = 9.62 eV/Å
HOMO level (spin up / spin down) = -15.53 / -16.39 eV

=====

4.
C25H14FHfN5S2Se | ωB97M-V/def2-TZVPD

The geometry in ORCA input format:
```
! wB97M-V def2-TZVPD RIJCOSX def2/J DEFGRID3
* xyz 0 1
Hf 0.0424 -0.0262 0.1995
S 2.3464 -0.8632 0.9826
C 1.2349 -1.1255 2.3002
S -0.3893 -1.7492 1.9041
C 1.5280 -0.7956 3.5970
C 2.8051 -0.2800 3.9725
N 3.8346 0.1449 4.2621
C 0.5392 -0.8683 4.6279
N -0.2697 -0.9274 5.4447
F -4.7769 3.0297 -2.7184
C -3.7291 2.4038 -2.1384
C -3.8269 1.0545 -1.8697
C -2.7391 0.4265 -1.2737
C -1.5654 1.1103 -0.9354
C -1.5337 2.4745 -1.2408
C -2.5992 3.1366 -1.8391
H -4.7286 0.5184 -2.1336
H -2.8279 -0.6433 -1.0897
H -0.6493 3.0631 -1.0064
H -2.5666 4.1923 -2.0737
Se 2.3755 2.6931 1.9142
N 1.6292 3.1696 3.4388
C 0.3941 2.7064 3.4440
C -0.5428 2.7739 4.5133
C -1.7254 2.1360 4.3351
C -1.9970 1.4246 3.1223
N -1.1886 1.3774 2.1005
C -0.0084 2.0286 2.2609
N 0.8929 1.9258 1.2940
H -0.2844 3.2851 5.4299
H -2.4721 2.1085 5.1148
H -2.9241 0.8699 3.0362
C 1.8645 -4.7822 -2.9959
C 1.1224 -4.6169 -1.8084
C 0.7266 -3.3713 -1.4084
C 1.0454 -2.2165 -2.1633
C 0.6258 -0.9080 -1.7554
C 0.9900 0.1477 -2.5629
C 1.7784 -0.0057 -3.7314
C 2.1649 -1.2523 -4.1171
C 1.7992 -2.3900 -3.3466
C 2.1948 -3.6892 -3.7457
H 2.1725 -5.7717 -3.3077
H 0.8664 -5.4814 -1.2092
H 0.1612 -3.2603 -0.4916
H 0.6464 1.1578 -2.3353
H 2.0457 0.8623 -4.3203
H 2.7492 -1.3978 -5.0181
H 2.7690 -3.7991 -4.6582
*
```

LUMO energy = -2.5 eV
F_max = 0.57 eV/Å
Relative energy (zero: lowest compared OMol25 entry of this formula, charge and spin) = 12.2 kcal/mol
HOMO level = -8.10 eV